A molecular structure, C36H55N11O4PTeY at a distorted geometry, computed with the ωB97M-V functional and the def2-TZVPD basis.

E_LUMO: -5.7 eV
Highest occupied orbital energy: -12.7 eV
Gap between HOMO and LUMO: 6.94 eV

Structure (ORCA input):
```
! RIJCOSX wB97M-V def2-TZVPD def2/J DEFGRID3
* xyz 2 1
Y -1.026 0.555 -0.847
C 0.395 -3.331 -3.154
C 0.332 -2.195 -2.190
N -0.609 -1.929 -1.371
C -1.729 -2.754 -1.029
C -1.974 -2.556 0.489
N -1.589 -1.201 0.913
C -2.378 -0.716 2.050
C -1.843 0.652 2.464
N -1.896 1.580 1.325
C -1.195 2.845 1.573
C 0.339 2.728 1.437
N 0.734 1.695 0.507
C 1.941 1.657 0.073
C 2.981 2.648 0.476
C 2.292 0.550 -0.851
C 3.593 0.281 -1.281
C 3.814 -0.773 -2.152
C 2.752 -1.564 -2.557
C 1.488 -1.271 -2.049
N 1.277 -0.224 -1.243
H -0.603 -3.684 -3.403
H 0.953 -4.163 -2.723
H 0.892 -3.029 -4.073
H -1.568 -3.815 -1.248
H -2.613 -2.410 -1.582
H -1.402 -3.310 1.045
H -3.036 -2.712 0.691
H -0.603 -1.255 1.239
H -2.319 -1.403 2.903
H -3.428 -0.639 1.750
H -0.799 0.530 2.749
H -2.410 1.035 3.323
H -2.881 1.809 1.175
H -1.429 3.237 2.574
H -1.551 3.563 0.829
H 0.792 2.514 2.415
H 0.719 3.711 1.127
H 2.616 3.660 0.292
H 3.919 2.533 -0.051
H 3.167 2.562 1.548
H 4.436 0.866 -0.953
H 4.812 -0.989 -2.502
H 2.916 -2.396 -3.223
C 2.102 -3.379 0.502
C 2.193 -2.219 1.422
N 1.243 -1.334 1.643
C 1.747 -0.477 2.582
C 3.015 -0.835 2.911
N 3.298 -1.946 2.162
C 4.497 -2.735 2.329
N 4.602 -3.186 3.679
N 5.606 -2.747 4.475
N 5.486 -3.214 5.634
C 4.367 -3.994 5.698
C 3.790 -4.709 6.747
C 2.617 -5.375 6.479
C 2.020 -5.342 5.212
C 2.575 -4.648 4.159
C 3.763 -3.979 4.416
H 1.113 -3.405 0.056
H 2.267 -4.312 1.042
H 2.851 -3.311 -0.287
H 1.165 0.326 2.983
H 3.718 -0.423 3.604
H 5.386 -2.119 2.145
H 4.476 -3.575 1.627
H 4.253 -4.724 7.719
H 2.135 -5.941 7.261
H 1.094 -5.876 5.058
H 2.102 -4.629 3.188
O -3.508 0.654 -0.925
C -4.714 0.480 -1.153
C -5.707 0.108 -0.092
C -6.226 1.489 0.384
C -6.795 2.406 -0.711
C -5.754 3.072 -1.636
C -5.226 2.175 -2.777
N -5.295 0.787 -2.336
H -5.272 -0.427 0.750
H -6.534 -0.472 -0.500
H -5.416 2.022 0.892
H -7.011 1.313 1.121
H -7.321 3.210 -0.192
H -7.548 1.875 -1.297
H -4.919 3.400 -1.013
H -6.204 3.964 -2.070
H -4.198 2.436 -3.036
H -5.839 2.264 -3.671
H -6.245 0.443 -2.410
C 3.361 2.210 -4.332
C 1.909 1.759 -4.336
O 1.293 2.071 -3.075
P -0.299 2.412 -3.045
O -0.592 2.728 -1.599
Te -1.570 0.532 -3.749
O -0.493 3.641 -4.023
C 0.275 4.855 -3.911
C -0.352 5.827 -2.929
H 3.786 2.056 -5.322
H 3.940 1.641 -3.607
H 3.425 3.265 -4.075
H 1.845 0.675 -4.503
H 1.354 2.252 -5.140
H 0.296 5.265 -4.926
H 1.300 4.615 -3.608
H -1.377 6.039 -3.219
H 0.208 6.757 -2.939
H -0.338 5.410 -1.924
*
```

4 unconnected molecules or ions with the total composition C36H55NO6S, computed with the ωB97M-V functional and the def2-TZVPD basis.

SMILES string: CCCCCCC[C@@H]1[C@H](OCCNC[C@@H](C)O)[C@H](CCO)COS1(=O)=O.c1ccccc1.c1ccccc1.c1ccccc1
E_LUMO: 0.4 eV
Highest occupied orbital energy: -9.0 eV
Gap between HOMO and LUMO: 9.44 eV

Structure (ORCA input):
```
! RIJCOSX wB97M-V def2-TZVPD def2/J DEFGRID3
* xyz 0 1
C -4.424 -0.602 3.336
C -2.940 -0.951 3.354
C -2.513 -1.592 4.677
C -1.021 -1.486 5.017
C -0.170 -2.649 4.503
C -0.273 -2.806 2.975
C 0.948 -3.529 2.410
C 1.055 -3.726 0.882
C 2.295 -3.037 0.243
O 2.680 -1.926 1.008
C 4.035 -1.572 0.852
C 4.379 -0.449 1.829
N 5.089 0.621 1.146
C 5.517 1.713 2.018
C 4.576 2.907 1.912
C 4.597 3.546 0.523
O 3.272 2.439 2.248
C 2.112 -2.672 -1.250
C 1.661 -1.213 -1.471
C 0.736 -0.936 -2.642
O 1.324 -1.240 -3.909
C 1.267 -3.767 -1.864
O -0.125 -3.699 -1.500
S -0.482 -3.358 0.029
O -0.795 -1.966 0.097
O -1.470 -4.313 0.418
H -4.705 -0.026 4.219
H -5.044 -1.497 3.300
H -4.676 -0.014 2.453
H -2.753 -1.650 2.535
H -2.337 -0.069 3.135
H -2.835 -2.635 4.714
H -3.066 -1.086 5.476
H -0.926 -1.462 6.106
H -0.614 -0.543 4.648
H 0.875 -2.450 4.755
H -0.491 -3.564 5.001
H -0.352 -1.808 2.545
H -1.187 -3.354 2.751
H 1.828 -2.995 2.755
H 0.984 -4.520 2.867
H 1.168 -4.794 0.698
H 3.097 -3.786 0.273
H 4.235 -1.208 -0.162
H 4.674 -2.443 1.039
H 4.978 -0.856 2.656
H 3.458 -0.058 2.255
H 5.882 0.248 0.645
H 5.593 1.395 3.061
H 6.498 2.051 1.686
H 4.890 3.647 2.657
H 3.880 3.039 -0.119
H 5.580 3.478 0.064
H 4.312 4.597 0.578
H 2.661 3.160 2.112
H 3.095 -2.770 -1.717
H 1.194 -0.804 -0.580
H 2.560 -0.619 -1.647
H 0.541 0.138 -2.649
H -0.236 -1.414 -2.527
H 1.010 -2.091 -4.206
H 1.658 -4.737 -1.537
H 1.314 -3.780 -2.949
C -5.827 2.365 6.841
C -4.462 2.155 6.708
C -3.774 1.428 7.669
C -4.451 0.913 8.766
C -5.816 1.126 8.901
C -6.504 1.852 7.939
H -6.365 2.926 6.087
H -3.933 2.555 5.852
H -2.710 1.261 7.562
H -3.916 0.343 9.514
H -6.344 0.726 9.757
H -7.569 2.016 8.043
C -3.545 1.978 -4.621
C -2.612 2.734 -5.317
C -1.394 2.174 -5.676
C -1.109 0.857 -5.342
C -2.043 0.103 -4.645
C -3.259 0.663 -4.282
H -4.495 2.415 -4.340
H -2.833 3.761 -5.578
H -0.665 2.764 -6.218
H -0.157 0.418 -5.615
H -1.818 -0.922 -4.378
H -3.984 0.075 -3.733
C 1.680 2.109 -8.923
C 2.344 2.989 -9.765
C 1.624 3.786 -10.644
C 0.239 3.701 -10.682
C -0.425 2.819 -9.842
C 0.295 2.023 -8.962
H 2.241 1.491 -8.233
H 3.424 3.055 -9.736
H 2.142 4.473 -11.301
H -0.323 4.324 -11.366
H -1.505 2.752 -9.871
H -0.224 1.336 -8.306
*
```

A molecular structure, C36H57BN7Ti, computed with the ωB97M-V functional and the def2-TZVPD basis.

E_LUMO (spin up / spin down): 0.4 / 0.4 eV
Highest occupied orbital energy (spin up / spin down): -6.5 / -6.8 eV
Gap between HOMO and LUMO (spin up / spin down): 6.87 / 7.16 eV

Structure (ORCA input):
```
! RIJCOSX wB97M-V def2-TZVPD def2/J DEFGRID3
* xyz 0 2
Ti -0.415 0.439 0.437
C 1.783 4.991 1.580
C 1.040 4.151 0.595
C 0.431 4.547 -0.579
C -0.106 3.383 -1.151
N 0.151 2.355 -0.353
N 0.863 2.817 0.721
B 1.717 1.856 1.623
N 0.894 1.139 2.742
N 0.174 0.016 2.461
C -0.087 -0.608 3.601
C 0.454 0.143 4.659
C 1.076 1.230 4.079
C 1.839 2.325 4.744
C -0.809 -1.936 3.619
C -2.311 -1.747 3.375
C -0.594 -2.604 4.979
C -0.232 -2.825 2.510
N 2.391 0.795 0.732
N 1.676 -0.083 -0.027
C 2.541 -0.860 -0.663
C 3.848 -0.486 -0.304
C 3.714 0.564 0.578
C 4.779 1.346 1.271
C 2.116 -1.970 -1.590
C 2.894 -1.844 -2.905
C 2.444 -3.313 -0.923
C 0.617 -1.900 -1.879
C -0.734 3.186 -2.512
C -1.095 4.544 -3.115
C 0.323 2.498 -3.393
C -1.984 2.303 -2.453
H 1.646 6.041 1.330
H 2.851 4.768 1.564
H 1.424 4.824 2.595
H 0.387 5.551 -0.965
H 2.548 2.520 2.158
H 0.421 -0.085 5.711
H 1.767 2.210 5.823
H 1.443 3.305 4.477
H 2.893 2.306 4.463
H -2.766 -1.143 4.162
H -2.805 -2.721 3.369
H -2.496 -1.267 2.412
H -1.042 -2.011 5.778
H 0.469 -2.734 5.192
H -1.067 -3.588 4.986
H -0.408 -2.371 1.533
H -0.719 -3.801 2.525
H 0.843 -2.967 2.641
H 4.773 -0.921 -0.644
H 5.752 0.959 0.976
H 4.688 1.270 2.355
H 4.731 2.404 1.008
H 3.970 -1.898 -2.737
H 2.673 -0.891 -3.392
H 2.614 -2.649 -3.586
H 3.511 -3.390 -0.707
H 2.163 -4.140 -1.578
H 1.895 -3.416 0.015
H 0.345 -0.943 -2.330
H 0.029 -2.027 -0.968
H 0.334 -2.694 -2.572
H -0.210 5.170 -3.243
H -1.809 5.075 -2.482
H -1.551 4.402 -4.096
H 1.229 3.104 -3.453
H -0.063 2.351 -4.403
H 0.589 1.525 -2.976
H -2.783 2.785 -1.890
H -1.779 1.336 -1.992
H -2.352 2.128 -3.467
C -2.975 -3.196 -0.460
C -3.874 -2.178 -1.170
C -3.245 -1.704 -2.485
C -4.262 -1.026 -0.259
C -5.601 -0.865 0.064
C -6.045 0.162 0.885
C -5.112 1.048 1.396
C -3.761 0.921 1.106
C -2.803 1.935 1.714
C -2.828 1.941 3.244
C -3.017 3.348 1.173
C -3.295 -0.126 0.264
N -1.953 -0.247 -0.008
H -2.778 -4.052 -1.110
H -3.455 -3.562 0.450
H -2.028 -2.734 -0.190
H -4.805 -2.697 -1.419
H -2.294 -1.215 -2.283
H -3.901 -0.993 -2.991
H -3.069 -2.549 -3.155
H -6.323 -1.564 -0.345
H -7.096 0.270 1.119
H -5.443 1.857 2.040
H -1.770 1.660 1.456
H -2.605 0.952 3.642
H -3.807 2.245 3.619
H -2.085 2.643 3.630
H -4.000 3.720 1.470
H -2.258 4.031 1.562
H -2.966 3.360 0.086
*
```

A molecular structure, C36H57GeN3OPtSSi3 at a distorted geometry, computed with the ωB97M-V functional and the def2-TZVPD basis.

E_LUMO (spin up / spin down): -2.8 / -6.3 eV
Highest occupied orbital energy (spin up / spin down): -8.1 / -10.3 eV
Gap between HOMO and LUMO (spin up / spin down): 5.30 / 3.98 eV

Structure (ORCA input):
```
! RIJCOSX wB97M-V def2-TZVPD def2/J DEFGRID3
* xyz 1 4
Pt 13.174 12.043 9.363
C 13.482 8.606 15.315
C 12.833 8.502 13.949
C 13.829 8.260 12.849
C 11.775 7.341 14.097
C 12.111 9.807 13.635
C 11.234 10.446 14.551
C 11.016 11.835 14.481
C 11.639 12.543 13.469
S 11.718 14.266 13.302
C 12.529 14.095 11.786
N 12.612 12.841 11.346
C 12.139 11.919 12.310
C 12.368 10.504 12.415
C 12.894 15.358 11.157
C 12.397 16.603 11.638
C 12.672 17.799 11.001
C 13.369 17.844 9.820
C 13.936 16.637 9.326
C 13.797 15.421 10.046
H 13.787 7.537 15.691
H 12.909 8.987 16.178
H 14.335 9.308 15.249
H 14.418 7.363 13.000
H 14.639 9.027 12.891
H 13.507 8.194 11.808
H 12.261 6.423 13.747
H 10.899 7.476 13.358
H 11.337 7.300 15.114
H 10.853 9.866 15.334
H 10.407 12.382 15.235
H 12.712 10.036 11.494
H 11.955 16.590 12.634
H 12.304 18.698 11.468
H 13.547 18.748 9.277
H 14.548 16.712 8.407
C 18.276 13.671 11.495
Si 16.392 13.692 11.735
C 15.983 12.106 12.657
C 15.936 15.186 12.890
Ge 14.920 13.790 9.721
Si 14.036 10.578 7.744
C 12.799 10.267 6.325
C 15.681 11.159 6.783
C 14.423 8.988 8.777
Si 16.617 14.644 8.042
C 17.289 16.324 8.766
C 15.745 15.010 6.396
C 18.067 13.507 7.562
H 18.610 13.347 10.515
H 18.800 13.075 12.274
H 18.757 14.679 11.566
H 15.903 12.262 13.741
H 16.656 11.272 12.415
H 14.971 11.707 12.318
H 14.929 15.010 13.251
H 16.022 16.074 12.256
H 16.546 15.208 13.800
H 12.638 11.231 5.797
H 11.827 10.037 6.707
H 13.134 9.601 5.538
H 15.305 11.972 6.084
H 16.235 10.434 6.111
H 16.301 11.625 7.542
H 14.030 8.093 8.236
H 14.013 9.098 9.805
H 15.472 8.846 8.827
H 16.568 17.051 9.013
H 17.924 16.708 7.946
H 17.973 16.196 9.624
H 16.413 15.722 5.852
H 14.743 15.512 6.539
H 15.606 14.090 5.842
H 18.186 12.705 8.247
H 18.935 14.201 7.433
H 18.014 13.136 6.526
C 7.429 8.124 11.672
C 7.652 7.668 10.235
N 8.581 8.458 9.462
C 9.691 7.752 8.800
C 10.841 7.444 9.762
C 8.066 9.762 9.214
O 6.916 10.079 9.436
C 8.994 10.934 8.949
C 8.467 12.146 8.396
C 9.361 13.138 8.104
C 10.743 12.932 8.292
N 11.240 11.836 8.939
C 10.340 10.858 9.262
H 6.592 7.598 12.103
H 7.267 9.203 11.676
H 8.336 7.889 12.351
H 6.648 7.767 9.738
H 7.987 6.642 10.154
H 10.042 8.469 8.017
H 9.254 6.862 8.393
H 11.595 6.909 9.195
H 10.489 6.816 10.582
H 11.320 8.293 10.201
H 7.412 12.183 8.194
H 8.989 13.994 7.550
H 11.469 13.702 7.878
H 10.768 10.001 9.768
*
```

Number 1: calculated total energy -2955.623184 a.u.. Number 2: calculated total energy -2309.069223 a.u.. Number 3: calculated total energy -2663.772417 a.u.. Number 4: calculated total energy -5108.064758 a.u..